No. 1
The following is a DFT calculation (ωB97M-V/def2-TZVPD) of a 2-piece molecular cluster, C8H7Cl2N3O overall.

Structure (XYZ):
```
21
Properties=species:S:1:pos:R:3:forces:R:3:nbo_charge:R:1
C 1.2150 -2.1253 -1.0084 1.4 -1.2 -0.1 -0.288
C 0.1541 -1.5389 -1.6383 -0.7 -0.6 -0.7 -0.178
C 2.1389 -1.4691 -0.1715 -1.3 -0.1 0.3 0.036
C -0.0765 -0.2505 -1.2691 -0.5 0.5 0.4 0.050
C 0.7998 0.3346 -0.3539 2.8 -1.6 0.0 0.303
C -0.9313 1.7764 -0.6875 1.1 0.1 -0.4 0.145
C 0.9589 2.5757 0.8190 -1.7 -3.9 -1.4 -0.381
C -2.4771 -0.5567 2.0115 -1.5 2.7 -0.5 0.394
N 1.9691 -0.2253 0.2010 -2.7 2.2 -1.2 -0.422
N -1.1125 0.6646 -1.4644 0.8 0.3 0.9 -0.577
N 0.3369 1.5654 -0.1499 -0.6 2.7 1.2 -0.395
O -2.0476 0.4987 2.3197 0.3 -0.5 -0.1 -0.461
Cl -3.9909 -0.7018 1.1217 -0.3 0.3 -0.4 -0.040
Cl -1.9389 -2.0460 2.3860 1.6 -2.5 0.8 0.107
H 1.4077 -3.1556 -1.1865 0.1 -0.7 -0.3 0.214
H -0.5011 -2.0451 -2.3681 0.5 0.0 0.6 0.226
H 2.9256 -1.9623 0.3795 0.2 -0.5 -0.5 0.201
H 1.7580 3.0933 0.4279 1.4 1.3 -1.2 0.203
H 0.0686 3.0623 1.0058 -1.2 2.0 1.1 0.230
H 1.3116 1.9582 1.6017 0.2 -0.2 1.3 0.211
H -1.9683 0.5473 -1.9762 0.1 -0.3 -0.1 0.422
```
Positions in Å, forces in eV/Å.

Frontier orbital gap: 9.0 eV
LUMO level: 0.4 eV
E_HOMO: -0.316 hartree

No. 2
The following is a DFT calculation (ωB97M-V/def2-TZVPD) of one molecule with the formula C8H7IN2.

Structure (XYZ):
```
18
Properties=species:S:1:pos:R:3:forces:R:3:lowdin_spin:R:1
C 0.8616 -2.7150 -0.2237 -3.2 -1.0 0.1 0.107
C 1.3803 -1.4550 -0.0945 -0.4 0.8 -1.2 0.150
C -0.5996 -2.8694 -0.1130 3.3 -5.5 -0.2 0.184
C -0.9782 -0.6810 -0.0091 2.6 -2.5 0.8 0.174
C -1.8041 0.3841 -0.2126 -3.2 1.2 0.1 0.478
C 0.4914 -0.3172 -0.0205 -1.8 -5.7 0.1 0.074
C -1.2025 1.6496 -0.6885 -1.8 0.8 1.8 0.071
C -0.0150 1.9464 0.2178 -0.3 -2.6 2.5 0.060
N -1.4549 -1.9707 0.1391 -1.0 5.5 -0.5 0.121
N 0.9721 0.8335 0.1850 0.4 4.5 0.0 0.421
I -3.8618 -0.0597 0.0578 0.8 0.8 -0.2 0.101
H 1.4400 -3.6147 -0.4096 0.0 0.3 0.0 0.003
H 2.4186 -1.2744 -0.3700 0.0 0.1 0.7 0.004
H -1.1475 -3.9229 -0.1814 1.9 1.9 0.1 0.004
H -0.8108 1.3923 -1.6349 0.3 0.5 -1.6 0.020
H -1.9313 2.5168 -0.6361 0.9 -1.1 -0.6 0.000
H 0.4846 2.8247 -0.0953 0.4 1.1 0.3 0.004
H -0.4217 1.8816 1.3431 1.0 1.1 -2.3 0.024
```
Positions in Å, forces in eV/Å.

Multiplicity: 3
Frontier orbital gap (spin up / spin down): 6.8 / 6.4 eV
LUMO level (spin up / spin down): 0.4 / -2.7 eV
E_HOMO (spin up / spin down): -0.236 / -0.337 hartree

Relative energy (zero: lowest compared OMol25 entry of this formula, charge and spin): 2.58 0.00 (kcal per mole)
E: -1468.88403 -716.09613 (Ha)
Max |F|: 4.49 6.45 (eV/Å)